[1]
21
Properties=species:S:1:pos:R:3 method="wB97M-V/def2-TZVPD" orbital_gap_ev=8.837 multiplicity=1 homo_energy_ev=-7.98 fmax_ev_per_a=1.32 de_lowest_kcal_mol=42.8
C -1.023 2.552 0.070
C -1.626 1.303 0.741
N -0.789 -0.760 -1.149
C -0.295 -0.711 0.159
C -0.582 0.262 1.031
C 0.773 -2.972 -0.003
C 0.729 -1.731 0.460
H -0.174 2.880 0.661
H -0.691 2.368 -0.948
H -1.783 3.334 0.008
H -2.404 0.884 0.116
H -2.122 1.628 1.654
H -1.608 -0.211 -1.381
H -0.718 -1.674 -1.570
H 0.051 0.380 1.901
H 1.485 -3.715 0.346
H 0.073 -3.455 -0.682
H 1.291 -1.493 1.353
H 3.403 -0.367 -1.014
H 2.594 0.949 -1.026
O 3.416 0.550 -0.729



[2]
21
Properties=species:S:1:pos:R:3 method="wB97M-V/def2-TZVPD" orbital_gap_ev=9.506 multiplicity=1 homo_energy_ev=-8.79 fmax_ev_per_a=5.25 de_lowest_kcal_mol=83.3
C 1.381 1.948 -0.482
N 0.632 -0.689 -1.352
C -0.129 0.036 -0.284
C 0.308 1.285 0.181
C -0.471 1.979 1.279
C -1.071 -1.478 1.441
C -1.174 -0.864 0.253
H 1.739 2.884 -0.151
H 1.216 2.254 -1.602
H 2.408 1.344 -0.305
H 0.391 -0.279 -2.316
H 1.582 -0.487 -1.211
H -0.404 1.619 2.233
H -0.205 2.979 1.360
H -1.578 2.178 1.020
H -1.769 -2.285 1.730
H -0.294 -1.311 2.162
H -1.962 -1.018 -0.463
H -0.504 -3.637 -0.610
H 0.100 -2.800 -1.315
O -0.197 -3.660 -1.570



[3]
21
Properties=species:S:1:pos:R:3 method="wB97M-V/def2-TZVPD" orbital_gap_ev="10.787 / 6.299" multiplicity=2 homo_energy_ev="-13.90 / -13.88" fmax_ev_per_a=6.77 de_lowest_kcal_mol=60.2 charge=+1
C -1.404 -1.362 1.765
N -2.080 -0.558 0.772
C -1.397 0.205 -0.240
C -1.940 1.043 -1.094
C 2.210 -0.959 -1.148
C 0.685 -0.793 -1.118
C 0.055 -0.123 -0.153
H -0.879 -0.769 2.625
H -0.544 -1.923 1.367
H -1.923 -2.012 2.473
H -2.828 -0.117 1.147
H -1.558 1.603 -1.808
H -2.982 1.216 -0.906
H 2.630 -1.907 -1.402
H 2.755 -0.304 -1.762
H 2.527 -0.836 -0.131
H -0.015 -1.082 -2.018
H 0.535 0.408 0.707
H 1.886 2.644 1.029
H 2.001 3.236 -0.313
O 2.267 2.390 0.209



[4]
21
Properties=species:S:1:pos:R:3 method="wB97M-V/def2-TZVPD" orbital_gap_ev="8.796 / 7.567" multiplicity=2 homo_energy_ev="-13.06 / -14.18" fmax_ev_per_a=6.19 de_lowest_kcal_mol=48.9 charge=+1
C 2.732 -2.326 0.110
N 1.957 -1.369 0.795
C 0.823 -0.817 0.119
C 0.363 0.495 0.423
C -0.596 1.098 -0.483
C -1.445 0.464 -1.291
C -2.418 1.343 -2.091
H 2.200 -3.351 0.464
H 3.743 -2.578 0.366
H 2.661 -2.326 -1.035
H 2.549 -0.765 1.375
H 0.415 -1.407 -0.635
H 0.822 0.865 1.382
H -0.670 2.227 -0.380
H -1.780 -0.570 -1.402
H -2.986 2.127 -1.484
H -1.721 1.889 -2.699
H -3.133 0.561 -2.489
H -1.734 1.649 3.495
H -0.747 0.972 2.627
O -1.035 1.819 2.833



[5]
22
Properties=species:S:1:pos:R:3 method="wB97M-V/def2-TZVPD" orbital_gap_ev=10.068 multiplicity=1 homo_energy_ev=-9.51 fmax_ev_per_a=4.36 de_lowest_kcal_mol=43.2
C 0.327 -0.346 0.414
C 0.058 1.023 -0.232
C 1.303 -1.245 -0.328
C 0.646 -0.231 1.897
C -1.249 -1.087 0.310
C -1.006 0.697 -1.312
N 1.234 1.694 -0.802
O -2.126 1.471 -1.144
O -0.681 0.283 -2.433
H -2.752 1.232 -0.439
H -0.388 1.701 0.502
H 0.980 2.648 -1.051
H 1.430 1.251 -1.705
H 1.966 -0.704 -1.009
H 0.775 -1.941 -0.992
H 1.959 -1.796 0.352
H 0.639 -1.211 2.382
H 1.639 0.217 2.020
H -0.075 0.406 2.417
H -1.715 -1.464 -0.605
H -1.933 -0.549 0.971
H -1.030 -2.049 0.786



[6]
22
Properties=species:S:1:pos:R:3 method="wB97M-V/def2-TZVPD" orbital_gap_ev=9.933 multiplicity=1 homo_energy_ev=-9.11 fmax_ev_per_a=5.20 de_lowest_kcal_mol=64.5
C 2.091 -1.522 0.055
C -1.047 -0.027 1.557
C -1.375 1.209 -0.610
C -0.852 -1.163 -0.826
C -0.691 0.085 0.108
C 0.983 0.509 -0.058
N 1.706 -0.501 0.658
O 1.407 0.750 -1.334
O 1.267 1.618 0.733
H 2.908 -2.155 0.670
H 1.713 -1.715 -0.942
H -0.275 -0.662 2.119
H -1.321 0.898 2.038
H -1.990 -0.463 1.652
H -1.187 1.290 -1.651
H -2.424 1.027 -0.579
H -1.150 2.136 -0.146
H -0.541 -0.969 -1.923
H -0.482 -2.122 -0.427
H -1.882 -1.135 -0.993
H 1.312 1.635 -1.553
H 1.829 1.277 1.451